3 unconnected molecules or ions with the total composition C4H14N2O2. Source: OMol25; level of theory: ωB97M-V with the def2-TZVPD basis set.

E_HOMO (alpha / beta) = -0.149 / -0.149 Ha
multiplicity = 2
frontier orbital gap (alpha / beta) = 0.292 / 0.261 Ha
<S²> = 0.75
charge = -1
LUMO energy (alpha / beta) = 3.8858 / 3.0305 eV

CARTESIAN COORDINATES (ANGSTROEM)
O -1.2788 1.1990 1.9224
O -0.8966 2.3721 -0.2008
N -0.0763 -1.9601 0.6171
N 1.5389 0.3961 0.4971
C -2.0561 0.0255 1.6776
C -0.0206 -1.2235 -0.6045
C 1.8950 0.0595 -1.8355
C 1.3695 -0.5331 -0.5172
H 2.8612 -0.3656 -2.1136
H -2.1677 -0.1658 0.5929
H -3.0742 0.0002 2.2194
H 2.0718 -1.4338 -0.3161
H -0.1050 -1.8115 -1.5869
H -0.8169 -0.4319 -0.7077
H 1.2418 -0.1337 1.3614
H 2.1808 1.0893 -1.7145
H 1.1168 -0.0098 -2.7324
H -1.3036 3.2514 -0.3132
H -1.3149 1.8336 1.0057
H -1.2916 -0.7912 2.0249
H -0.7892 -2.6503 0.3138
H 0.9158 1.2837 0.4102

Cartesian forces (eV/Å) of the 2 atoms listed first:
-1.7 0.0 -0.7
-0.5 0.5 0.0

***

A molecular structure, C4H14N2O2. Source: OMol25; level of theory: ωB97M-V with the def2-TZVPD basis set.

E_HOMO = -0.310 Ha
frontier orbital gap = 0.139 Ha
charge = 0
LUMO energy = -4.6670 eV

CARTESIAN COORDINATES (ANGSTROEM)
O -2.6741 -1.7955 1.0907
O -0.5322 -2.3730 0.2116
N -2.2258 0.4184 -0.8985
N 2.0721 0.6556 -0.2835
C -0.4102 0.0290 0.7750
C -1.0605 0.9668 -0.2784
C 0.1485 -1.2347 0.0916
C 2.9403 1.7214 -0.4881
H -2.7042 -0.1848 -0.2794
H -1.1781 -0.3858 1.4567
H 3.7068 1.4583 -1.2010
H -1.5368 -2.1475 0.7116
H 3.5010 1.9376 0.4334
H 1.1696 -1.4362 0.4812
H -1.3437 1.8668 0.2780
H 0.3909 0.4566 1.3717
H 0.1133 -0.9786 -1.0151
H 2.3955 2.6202 -0.7067
H -0.2519 1.1902 -1.0116
H -3.2833 -2.5317 1.1839
H 2.7489 -0.1458 -0.2137
H -1.9860 -0.1073 -1.7092

Cartesian forces (eV/Å) of the 2 atoms listed first:
0.8 0.0 -0.3
0.5 -0.3 -0.2

***

2 unconnected molecules or ions with the total composition C4H14N2O2. Source: OMol25; level of theory: ωB97M-V with the def2-TZVPD basis set.

E_HOMO = -0.309 Ha
SMILES = CN[C@@H](CN)CO.O
frontier orbital gap = 0.342 Ha
charge = 0
LUMO energy = 0.9065 eV

CARTESIAN COORDINATES (ANGSTROEM)
O -1.3943 0.9699 -0.9771
O 1.0149 2.3774 -2.9693
N 1.4390 -0.5276 0.9654
N -1.6991 -1.8957 -0.5520
C -0.7714 -1.5155 0.5465
C 1.4235 0.5306 1.9057
C -0.4758 0.8701 -0.0123
C 0.3281 -0.4576 0.0287
H 1.9636 0.1324 2.7535
H -0.1587 -2.4360 0.9141
H -2.3890 -2.5469 -0.2013
H 0.6895 -0.7007 -0.9819
H 0.3570 0.5280 2.3764
H 2.3668 -0.8749 0.7010
H 0.4268 1.9540 -2.3039
H -1.9887 0.1187 -1.0414
H -1.2481 -2.4800 -1.2993
H 0.1996 1.7028 -0.2111
H 1.8579 1.4601 1.4631
H 0.4358 2.9695 -3.5374
H -0.8977 1.0426 1.0609
H -1.4796 -1.2212 1.3716

Cartesian forces (eV/Å) of the 2 atoms listed first:
-3.6 -2.2 -2.4
-1.3 0.7 -0.4

***

2 unconnected molecules or ions with the total composition C4H14N2O2. Source: OMol25; level of theory: ωB97M-V with the def2-TZVPD basis set.

E_HOMO = -0.347 Ha
SMILES = CN[C@](C)(N)O.CO
frontier orbital gap = 0.379 Ha
charge = 0
LUMO energy = 0.8642 eV

CARTESIAN COORDINATES (ANGSTROEM)
O -1.8616 -0.8759 -0.7363
O -0.0660 -1.4759 1.0269
N 1.4573 -0.4126 -0.4570
N -0.3662 0.7578 0.4898
C -1.9243 -1.1103 -2.1177
C 0.6623 -0.3352 0.7553
C 0.1473 2.0728 0.1057
C 1.5606 -0.0037 1.9439
H -2.3978 -2.0798 -2.2961
H -1.3010 0.0784 -0.3495
H 0.9508 0.2255 2.8150
H 2.2135 0.8352 1.7146
H -0.6892 2.6991 -0.2039
H 0.6698 2.5694 0.9268
H -2.5197 -0.3458 -2.6310
H 2.1657 -0.8780 2.1741
H -0.9308 -1.1328 -2.5915
H 0.9000 -0.8228 -1.1996
H -0.9252 0.8325 1.3371
H 2.2582 -1.0119 -0.3006
H -0.8421 -1.5218 0.3164
H 0.8380 1.9360 -0.7223

Cartesian forces (eV/Å) of the 2 atoms listed first:
0.5 1.3 0.8
-1.3 -0.3 -0.6

***

A molecular structure, C4H14N2O2. Source: OMol25; level of theory: ωB97M-V with the def2-TZVPD basis set.

E_HOMO = -0.248 Ha
frontier orbital gap = 0.267 Ha
charge = 0
LUMO energy = 0.4926 eV

CARTESIAN COORDINATES (ANGSTROEM)
O -0.5319 2.1855 1.5142
O 1.3489 -0.5996 -2.1410
N 0.0922 0.8689 1.5900
N 1.8392 0.7286 -0.2910
C -2.4708 -0.1614 0.0573
C -1.1092 -0.1581 -0.6486
C 1.5359 -1.6730 -0.0361
C 1.4221 -0.4130 -0.8209
H 0.0782 2.7613 1.9895
H 1.7752 1.5499 -0.8801
H -2.5366 -0.9891 0.7719
H -2.6248 0.7631 0.6193
H 1.4000 0.8658 0.6984
H -0.9863 -1.0836 -1.2146
H -0.3856 0.2662 0.5261
H 1.1108 0.2183 -2.5995
H -0.3348 0.4129 2.3944
H -1.0508 0.6784 -1.3599
H 1.3279 -1.4799 1.0137
H 0.8499 -2.4214 -0.4214
H -3.3117 -0.2730 -0.6380
H 2.5624 -2.0465 -0.1236

Cartesian forces (eV/Å) of the 2 atoms listed first:
0.2 -0.3 0.0
-0.1 0.1 0.4

***

2 unconnected molecules or ions with the total composition C4H14N2O2. Source: OMol25; level of theory: ωB97M-V with the def2-TZVPD basis set.

E_HOMO = -0.332 Ha
SMILES = NCC[C@H](N)CO.O
frontier orbital gap = 0.349 Ha
charge = 0
LUMO energy = 0.4392 eV

CARTESIAN COORDINATES (ANGSTROEM)
O 2.8318 1.6598 0.3820
O -2.2917 0.5506 -1.9627
N 0.1037 1.6124 -0.1794
N -1.0608 -1.6375 1.9942
C 0.7219 0.4107 0.3061
C 2.1993 0.5026 -0.1219
C 0.2060 -0.9650 -0.0961
C -1.1500 -1.3341 0.5386
H -1.7922 -0.4642 0.4268
H -1.5201 -2.2504 0.0877
H -0.9066 1.5678 -0.1448
H -2.6762 -0.1676 -2.4712
H 2.2566 2.4244 0.2519
H -1.3187 -0.8426 2.5550
H -0.0976 -1.8417 2.2273
H 0.9323 -1.7180 0.2350
H 0.0855 -1.2002 -1.1611
H 0.4016 1.8560 -1.1135
H 2.2313 0.4114 -1.2172
H 0.7638 0.3631 1.3928
H 2.7787 -0.3094 0.3116
H -2.6987 1.3717 -2.2410

Cartesian forces (eV/Å) of the 2 atoms listed first:
0.2 0.3 -0.3
0.3 -0.1 0.3

***

2 unconnected molecules or ions with the total composition C4H14N2O2. Source: OMol25; level of theory: ωB97M-V with the def2-TZVPD basis set.

E_HOMO = -0.334 Ha
SMILES = C[C@H](CO)NCN.O
frontier orbital gap = 0.364 Ha
charge = 0
LUMO energy = 0.8197 eV

CARTESIAN COORDINATES (ANGSTROEM)
O -1.0176 -1.8124 -1.1057
O -0.4835 -3.9791 0.1860
N 0.7880 3.6026 0.1524
N 0.6091 1.2663 -0.2394
C -0.2962 0.1192 0.0313
C 0.1808 -0.9141 1.0353
C -0.3594 -0.5318 -1.4229
C 0.2350 2.3895 0.6233
H -0.2420 -3.0946 -0.0622
H -1.9014 -1.6710 -0.7894
H -0.4766 -1.7961 1.2607
H 1.5440 1.0130 -0.1240
H -1.0470 -0.1268 -2.1103
H 1.1954 -1.3925 0.7464
H -1.2810 0.4009 0.4254
H 0.4198 -0.5168 2.0324
H 0.2526 2.1900 1.7712
H 1.6768 3.8811 0.4878
H 0.6415 -0.7986 -1.8122
H 0.7005 3.7217 -0.8053
H -0.3555 -4.4972 -0.6854
H -0.7834 2.5466 0.4045

Cartesian forces (eV/Å) of the 2 atoms listed first:
1.2 -0.4 -1.6
0.4 -2.7 -1.6

***

2 unconnected molecules or ions with the total composition C4H14N2O3. Source: OMol25; level of theory: ωB97M-V with the def2-TZVPD basis set.

E_HOMO = -0.696 Ha
frontier orbital gap = 0.441 Ha
charge = +2
LUMO energy = -6.9488 eV

CARTESIAN COORDINATES (ANGSTROEM)
O 1.5546 0.8177 1.3327
O 0.9831 -0.3796 -2.3170
O 2.1577 -1.2854 1.0305
N 0.1968 1.8800 -1.0179
N -0.6324 -2.0119 1.5983
C -1.1001 -0.1152 -0.0671
C 1.2329 -0.4844 1.1067
C -1.2280 1.3212 -0.5469
C -0.2911 -0.4807 1.2428
H 0.0380 -2.4725 2.2060
H 0.0076 2.6249 -1.7281
H -0.8442 -0.8158 -0.8613
H 1.9586 -0.4128 -2.3452
H 2.5739 0.9029 1.4197
H -2.1648 -0.6036 -0.0241
H 0.6153 -0.5193 -3.1901
H 0.7375 1.0685 -1.4313
H -0.4436 -2.5119 0.7290
H -0.7485 0.0215 2.2481
H 0.7747 2.2163 -0.1959
H -1.6955 1.9404 0.2531
H -2.0090 1.3394 -1.4404
H -1.6735 -2.0398 1.9985

Cartesian forces (eV/Å) of the 2 atoms listed first:
1.7 0.5 -0.3
0.7 0.3 0.9

***

Looking at energy above the lowest of the compared OMol25 structures with the same formula, charge and spin for the records above, in order, we have 1.741; 8.653; 2.330; 0.898; 5.331; 0.958; 2.247; 1.847 eV.
Looking at E_tot for the records above, in order, we have -11447.43800; -11442.03657; -11448.35967; -11449.79174; -11445.35932; -11449.73254; -11448.44348; -13480.37184 eV.